ORCA calculation (ωB97M-V/def2-TZVPD) on an isolated molecule of C19H26N2O.

Each line ends with the natural charge from an NBO analysis.
Positions of all 48 atoms, in Å:
C 6.860 1.484 -0.466  -0.61
C 5.535 1.612 -1.207  -0.39
C 4.323 1.682 -0.276  -0.40
H 4.441 2.522 0.412  0.19
C 4.083 0.385 0.520  -0.07
N 2.685 0.008 0.469  -0.61
C 2.248 -1.132 -0.119  0.67
O 3.005 -1.931 -0.640  -0.63
C 0.773 -1.341 -0.065  -0.16
C -0.129 -0.290 -0.075  -0.20
C -1.491 -0.576 -0.043  -0.02
C -1.924 -1.927 0.003  0.14
C -1.019 -2.980 0.000  -0.24
C 0.321 -2.670 -0.041  -0.17
H 1.066 -3.451 -0.059  0.23
H -1.356 -4.006 0.023  0.21
N -3.288 -1.927 0.028  -0.52
C -3.735 -0.627 -0.004  0.18
C -2.672 0.227 -0.044  -0.12
C -2.818 1.711 -0.086  -0.41
H -2.088 2.184 0.577  0.21
C -4.240 2.107 0.330  -0.20
C -4.485 3.590 0.068  -0.60
H -3.745 4.196 0.585  0.21
H -5.473 3.885 0.416  0.21
H -4.420 3.803 -0.997  0.20
C -5.262 1.243 -0.417  -0.38
H -6.271 1.615 -0.228  0.21
H -5.070 1.317 -1.489  0.20
C -5.166 -0.223 0.014  -0.43
H -5.756 -0.857 -0.654  0.22
H -5.574 -0.342 1.024  0.21
H -4.350 1.916 1.404  0.19
H -2.620 2.074 -1.101  0.21
H -3.874 -2.744 0.054  0.41
H 0.199 0.738 -0.143  0.21
H 2.028 0.601 0.949  0.39
C 4.522 0.509 1.978  -0.61
H 4.366 -0.433 2.498  0.22
H 3.943 1.283 2.481  0.20
H 5.573 0.771 2.040  0.21
H 4.615 -0.444 0.040  0.23
H 3.440 1.877 -0.889  0.21
H 5.413 0.764 -1.883  0.20
H 5.556 2.521 -1.815  0.20
H 6.983 2.300 0.244  0.20
H 7.688 1.518 -1.171  0.21
H 6.914 0.542 0.072  0.20

Output
Energy relative to the best compared isomer or geometry (same formula, charge and spin), eV: 0.000
DFT total energy, eV: -25154.526
Gap between HOMO and LUMO, eV: 8.6
E_HOMO, eV: -7.8
SMILES: CCC[C@@H](C)NC(=O)c1ccc2[nH]c3c(c2c1)C[C@@H](C)CC3

=====

ORCA calculation (ωB97M-V/def2-TZVPD) on a structure of composition CH5N3O3 in a non-equilibrium geometry.

Each line ends with the natural charge from an NBO analysis.
Positions of all 12 atoms, in Å:
C -2.138 -0.055 -0.372  -0.27
N 1.116 0.618 0.213  -0.36
N -0.095 -0.558 0.797  -0.13
N 2.274 0.180 -0.028  0.62
O 2.379 -0.996 -0.234  -0.44
O 3.137 1.034 -0.093  -0.43
O -0.964 -0.828 -0.234  -0.37
H -1.614 0.953 -0.532  0.18
H -2.920 -0.030 0.427  0.19
H -2.715 -0.409 -1.206  0.21
H 0.871 1.514 0.509  0.40
H 0.668 -1.424 0.756  0.40

Output
Energy relative to the best compared isomer or geometry (same formula, charge and spin), eV: 5.939
DFT total energy, eV: -11722.794
Gap between HOMO and LUMO, eV: 10.6
E_HOMO, eV: -10.2

=====

> Which formula does entry 1 have?

C19H26N2O